# 1
This record from the Open Molecules 2025 dataset describes a structure of composition C45H60BiI4N4O2Sb2 in a non-equilibrium geometry. The level of theory is the ωB97M-V functional and the def2-TZVPD basis.

Each line ends with the Löwdin charge.
Geometry (Å):
Bi1 0.0803 -0.4107 0.1321  1.235
I1 -2.4387 1.7401 2.3689  0.798
C1 -3.5104 -0.0487 2.8033  -1.037
I2 -2.4622 -1.7880 2.1760  0.895
H1 -4.4390 -0.0504 2.2443  -0.059
H2 -3.6585 -0.1273 3.8734  -0.019
C2 -0.6094 -4.4234 -0.2383  -0.348
C3 0.5443 -4.8880 0.6572  -0.340
C4 0.8529 -3.9654 1.8415  -0.328
Sb1 1.9965 -2.1809 1.3865  1.410
C5 3.2074 -1.8502 3.1122  -0.361
C6 4.3327 -1.0428 3.0109  -0.117
C7 5.1639 -0.8934 4.1124  -0.051
C8 4.8705 -1.5482 5.3009  -0.043
C9 3.7487 -2.3614 5.3901  -0.052
C10 2.9105 -2.5149 4.2942  -0.133
C11 3.5487 -3.0105 0.1626  -0.369
C12 4.0108 -4.2879 0.4645  -0.118
C13 5.0807 -4.8213 -0.2357  -0.043
C14 5.7139 -4.0690 -1.2152  -0.041
C15 5.2880 -2.7771 -1.4826  -0.057
C16 4.1996 -2.2536 -0.8029  -0.144
Sb2 -0.1464 -2.8103 -1.6090  1.406
C17 -1.7204 -2.9311 -3.0416  -0.389
C18 -2.8215 -3.7504 -2.8394  -0.119
C19 -3.7979 -3.8403 -3.8229  -0.060
C20 -3.6749 -3.1066 -4.9936  -0.055
C21 -2.5732 -2.2829 -5.1894  -0.053
C22 -1.5947 -2.1927 -4.2123  -0.140
C23 1.3094 -3.7021 -2.9170  -0.358
C24 1.8843 -2.9266 -3.9185  -0.153
C25 2.6568 -3.5266 -4.9005  -0.059
C26 2.8681 -4.8970 -4.8756  -0.045
C27 2.2796 -5.6708 -3.8862  -0.046
C28 1.4886 -5.0784 -2.9105  -0.109
H3 -1.4411 -4.0782 0.3808  0.017
H4 -0.9750 -5.2481 -0.8509  0.069
H5 1.4434 -5.0753 0.0683  0.076
H6 0.2447 -5.8502 1.0823  0.131
H7 1.4534 -4.4999 2.5785  0.066
H8 -0.0715 -3.6464 2.3259  0.012
H9 4.5804 -0.5517 2.0764  0.091
H10 6.0493 -0.2757 4.0383  0.120
H11 5.5240 -1.4339 6.1551  0.122
H12 3.5331 -2.8868 6.3117  0.121
H13 2.0424 -3.1596 4.3617  0.095
H14 3.5621 -4.8592 1.2702  0.106
H15 5.4391 -5.8147 0.0000  0.122
H16 6.5547 -4.4809 -1.7572  0.122
H17 5.8145 -2.1750 -2.2117  0.117
H18 3.8943 -1.2295 -0.9934  0.061
H19 -2.9170 -4.3347 -1.9306  0.098
H20 -4.6509 -4.4894 -3.6748  0.118
H21 -4.4332 -3.1853 -5.7615  0.120
H22 -2.4721 -1.7184 -6.1071  0.118
H23 -0.7257 -1.5629 -4.3775  0.089
H24 1.7066 -1.8566 -3.9700  0.080
H25 3.0853 -2.9253 -5.6922  0.118
H26 3.4782 -5.3656 -5.6362  0.122
H27 2.4112 -6.7449 -3.8832  0.121
H28 0.9962 -5.7027 -2.1749  0.096
N1 1.2909 1.5922 1.2061  -0.101
C29 2.6226 2.2240 0.9904  -0.200
C30 3.4907 1.4322 0.0135  -0.202
C31 3.2377 1.8171 -1.4460  -0.170
C32 1.7879 1.7092 -1.8919  -0.236
N2 1.2805 0.3055 -1.8064  -0.117
H29 0.5682 2.3081 1.2079  0.025
H30 1.2597 1.1424 2.1234  0.022
H31 3.1413 2.3054 1.9457  0.125
H32 2.4754 3.2330 0.6035  0.125
H33 3.3261 0.3627 0.1852  0.042
H34 4.5411 1.6284 0.2324  0.130
H35 3.8699 1.2189 -2.1096  0.123
H36 3.5398 2.8573 -1.5806  0.134
H37 1.7068 2.0533 -2.9240  0.135
H38 1.1430 2.3443 -1.2855  0.021
H39 2.0450 -0.3307 -2.0255  0.065
H40 0.5595 0.1716 -2.5153  0.045
I3 -0.9920 4.4287 -0.9784  0.082
I4 -1.6835 6.8200 -1.9694  0.180
C33 0.6261 1.0940 5.0106  0.005
C34 0.3004 -0.2423 4.4202  -0.492
C35 -0.2531 -1.2849 5.3283  -0.006
O1 0.5171 -0.4720 3.2314  -0.216
H41 0.2335 1.2125 6.0167  0.097
H42 0.2517 1.8998 4.3771  0.064
H43 1.7158 1.1913 5.0557  0.108
H44 0.5575 -1.6293 5.9785  0.105
H45 -0.6395 -2.1350 4.7691  0.053
H46 -1.0222 -0.8777 5.9842  0.105
C36 -8.5989 -0.1297 -0.3410  -0.053
C37 -7.7300 -1.3035 -0.7784  -0.175
N3 -6.5559 -0.8649 -1.5423  -0.039
C38 -6.5827 -1.0186 -2.9951  -0.198
C39 -7.6090 -0.1394 -3.6980  -0.058
C40 -5.4728 -0.4832 -0.8604  -0.413
O2 -5.3713 -0.5324 0.3665  0.022
C41 -4.3009 0.1247 -1.5919  -0.096
C42 -4.3863 1.3687 -2.2088  0.037
C43 -3.2252 1.9584 -2.6756  -0.053
C44 -2.0220 1.3046 -2.4882  -0.196
N4 -1.9132 0.1172 -1.8775  -0.060
C45 -3.0451 -0.4448 -1.4413  -0.143
H47 -9.4655 -0.4968 0.2074  0.087
H48 -8.9555 0.4425 -1.1967  0.069
H49 -8.0353 0.5337 0.3150  0.077
H50 -8.2949 -1.9963 -1.4011  0.127
H51 -7.3762 -1.8376 0.1020  0.120
H52 -6.8003 -2.0678 -3.2135  0.125
H53 -5.5873 -0.8070 -3.3806  0.104
H54 -8.6278 -0.4542 -3.4750  0.081
H55 -7.4653 -0.2210 -4.7754  0.085
H56 -7.5025 0.9090 -3.4173  0.076
H57 -5.3450 1.8597 -2.3202  0.137
H58 -3.2483 2.9168 -3.1758  0.114
H59 -1.1015 1.7592 -2.8424  0.078
H60 -2.9573 -1.4060 -0.9470  0.069

E: -4005.2625 hartree
lowest unoccupied orbital energy: -8.22 eV
ΔE to the lowest compared entry with this formula, charge and spin: 16.73 kcal per mole
Kohn-Sham gap: 6.97 eV
charge: +3
multiplicity: 1

# 2
This record from the Open Molecules 2025 dataset describes a structure of composition C45H60Br39I2N4O2S in a non-equilibrium geometry. The level of theory is the ωB97M-V functional and the def2-TZVPD basis.

Each line ends with the Löwdin charge.
Geometry (Å):
C1 6.5460 -3.9555 2.1018  -0.151
C2 4.9574 -3.9262 2.3084  -0.476
S1 4.2348 -3.4182 0.6571  0.622
C3 2.7060 -2.3890 1.0001  -0.511
C4 2.3845 -1.2891 -0.1175  -0.548
I1 3.6937 -1.9992 -1.7708  1.123
C5 0.9261 -1.5815 -0.6464  -0.349
N1 0.6538 -1.2905 -2.0813  -0.107
C6 0.3836 -2.5435 -2.8674  -0.165
C7 -0.5854 -0.5297 -2.2781  -0.478
C8 -2.0416 -1.1674 -2.1579  0.013
O1 -0.5938 0.6319 -2.6260  0.076
N2 -0.0291 -1.1174 0.3310  0.058
C9 0.1018 0.2510 0.8311  -0.235
C10 -0.9970 0.3589 1.9580  -0.132
C11 -2.4413 0.5510 1.3925  -0.155
C12 -3.3798 -0.5628 1.2556  -0.043
C13 -4.7283 -0.2677 0.7559  -0.059
C14 -5.1295 1.1051 0.4114  -0.120
C15 -4.1909 2.2319 0.5270  -0.078
C16 -2.8387 1.9283 1.0320  -0.167
C17 -1.8040 3.0963 1.2061  -0.043
C18 1.5975 0.4391 1.3689  -0.180
C19 1.7532 1.7915 2.1500  -0.184
C20 2.3334 1.6394 3.6346  -0.734
C21 2.4187 3.1410 4.1809  -0.212
I2 1.0284 0.5792 4.9898  0.925
N3 2.6503 0.1518 0.2931  -0.152
C22 2.4143 1.1561 -0.7838  -0.153
C23 3.5213 1.3652 -1.8961  -0.102
C24 3.9788 0.1983 0.9851  -0.124
C25 4.8108 1.5244 1.0145  -0.050
C26 6.2304 1.4101 0.3243  -0.411
O2 6.5907 2.3302 -0.3712  0.118
N4 7.0758 0.2193 0.4702  0.071
C27 8.4595 0.6973 0.6551  -0.235
C28 8.7561 1.3194 1.9535  -0.026
C29 10.1075 1.7858 2.2495  -0.065
C30 11.1168 1.6346 1.2092  -0.076
C31 10.8526 1.0311 -0.1007  -0.183
C32 9.4823 0.5624 -0.3846  -0.079
H1 6.8798 -5.0031 2.2908  0.073
H2 6.9807 -3.2067 2.8062  0.074
H3 6.7714 -3.6560 1.0434  0.048
H4 4.5684 -4.9147 2.6596  0.065
H5 4.6415 -3.1547 3.0624  0.071
H6 2.8764 -2.0149 2.0403  0.078
H7 1.8980 -3.1710 1.1197  -0.085
H8 0.8402 -2.7151 -0.6230  0.135
H9 -0.1367 -2.1840 -3.8128  -0.056
H10 -0.3183 -3.2453 -2.3521  0.009
H11 1.3169 -3.0483 -3.2116  0.054
H12 -2.7114 -0.4548 -1.6217  0.084
H13 -2.3767 -1.3527 -3.2139  0.096
H14 -2.0227 -2.1719 -1.6440  0.068
H15 -0.9749 -1.4783 0.2622  0.090
H16 -0.1706 1.0005 0.0352  0.129
H17 -1.0025 -0.6422 2.4869  0.117
H18 -0.8334 1.1252 2.7453  0.049
H19 -3.0919 -1.6023 1.5433  0.050
H20 -5.4963 -1.0768 0.6629  0.106
H21 -6.1872 1.3029 0.0623  -0.077
H22 -4.4408 3.3129 0.2927  -0.121
H23 -0.9515 2.8608 0.5080  0.074
H24 -2.2298 4.0859 0.8869  0.085
H25 -1.3881 3.1590 2.2480  0.079
H26 1.6300 -0.3169 2.2091  0.118
H27 2.4266 2.5610 1.6816  0.112
H28 0.7887 2.3582 2.2936  0.097
H29 3.3870 1.2675 3.6518  0.069
H30 1.4959 3.7247 3.9070  0.087
H31 2.4416 3.1271 5.3056  0.050
H32 3.3257 3.6531 3.7668  0.034
H33 2.2699 2.2098 -0.4080  0.138
H34 1.4674 0.9934 -1.3736  0.116
H35 4.5068 0.8844 -1.6891  0.030
H36 3.1565 0.9188 -2.8655  0.072
H37 3.7233 2.4470 -2.1305  0.101
H38 3.7881 -0.0706 2.0620  0.125
H39 4.7143 -0.5947 0.6549  0.097
H40 5.0543 1.7857 2.0895  0.128
H41 4.3459 2.4416 0.5854  0.119
H42 7.0880 -0.2760 -0.4303  0.123
H43 7.9255 1.4091 2.6977  0.102
H44 10.3012 2.2452 3.2484  0.104
H45 12.1454 2.0060 1.4529  0.103
H46 11.6883 0.9379 -0.8741  -0.026
H47 9.1835 0.1062 -1.3585  0.060
C33 -6.5684 6.4591 0.1931  -1.558
Br1 -5.5797 4.8248 -0.1281  0.708
Br2 -5.7880 7.9704 -0.7268  0.590
Br3 -8.4410 6.2382 -0.2417  0.554
H48 -6.5060 6.6672 1.2563  -0.022
C34 -0.6830 -5.6360 2.1246  -1.572
Br4 1.1017 -5.1516 1.5490  0.685
Br5 -0.7001 -6.2637 3.9484  0.558
Br6 -1.9472 -4.1936 1.8498  0.560
H49 -1.0050 -6.4616 1.5005  -0.155
C35 -12.5518 6.2848 0.1920  -1.603
Br7 -11.7701 5.2022 1.5906  0.566
Br8 -11.6318 6.0541 -1.4949  0.545
Br9 -14.4517 5.9724 0.0190  0.596
H50 -12.4251 7.3223 0.4840  -0.022
C36 12.8928 -0.7107 -3.5704  -1.575
Br10 12.7297 0.7761 -4.7953  0.584
Br11 14.6811 -0.8591 -2.8517  0.585
Br12 11.5613 -0.6260 -2.1620  0.771
H51 12.7024 -1.6147 -4.1397  -0.029
C37 -2.7477 -6.9033 -1.3939  -1.558
Br13 -4.5125 -6.1478 -1.6111  0.602
Br14 -1.3636 -5.5495 -1.5115  0.602
Br15 -2.6028 -7.9405 0.2319  0.629
H52 -2.5900 -7.5881 -2.2207  -0.022
C38 2.3602 -9.4964 2.0388  -1.605
Br16 0.7307 -9.2574 1.0207  0.550
Br17 3.8721 -8.6541 1.1740  0.561
Br18 2.1606 -8.9065 3.8685  0.561
H53 2.5629 -10.5620 2.0686  -0.027
C39 -8.9823 2.7481 -2.2961  -1.584
Br19 -7.3541 2.2196 -1.3886  0.678
Br20 -8.6168 3.5443 -4.0197  0.582
Br21 -10.2381 1.2846 -2.4312  0.591
H54 -9.4513 3.5146 -1.6856  -0.071
C40 -17.3384 8.8319 0.5971  -1.642
Br22 -15.9580 10.1859 0.5553  0.549
Br23 -18.0755 8.6137 2.3716  0.564
Br24 -18.7157 9.1709 -0.7170  0.568
H55 -16.8682 7.8913 0.3301  -0.081
C41 0.1464 -1.5831 -7.4796  -1.639
Br25 -1.4837 -1.3447 -8.4898  0.590
Br26 1.6572 -0.7381 -8.3400  0.586
Br27 -0.0532 -1.0018 -5.6424  0.710
H56 0.3508 -2.6516 -7.4486  -0.186
C42 0.8192 -6.3893 -7.4636  -1.600
Br28 1.6354 -6.0313 -9.1782  0.595
Br29 0.3105 -4.7537 -6.5584  0.656
Br30 -0.6679 -7.6144 -7.6145  0.585
H57 1.5699 -6.8728 -6.8472  -0.027
C43 -3.8376 -5.4054 6.8226  -1.609
Br31 -2.2630 -6.0196 7.7652  0.562
Br32 -3.3854 -4.6271 5.1106  0.506
Br33 -5.1611 -6.8035 6.6468  0.579
H58 -4.2825 -4.6193 7.4235  -0.028
C44 4.9376 5.1376 6.2762  -1.628
Br34 5.9906 3.7707 5.3951  0.549
Br35 5.9545 6.0600 7.6349  0.596
Br36 4.1530 6.3689 5.0064  0.582
H59 4.1186 4.6334 6.7787  -0.034
C45 -10.9305 3.7057 -7.3963  -1.641
Br37 -10.1502 4.0582 -9.1304  0.566
Br38 -11.5041 5.3337 -6.5233  0.545
Br39 -12.3592 2.4068 -7.5010  0.565
H60 -10.1509 3.2714 -6.7786  -0.070

E: -103499.6551 hartree
lowest unoccupied orbital energy: -2.65 eV
Kohn-Sham gap: 7.81 eV
charge: +1
multiplicity: 1

Among the records above, which one has the highest charge? C45H60BiI4N4O2Sb2

Among the records above, which one has the highest charge? C45H60BiI4N4O2Sb2

The lowest Kohn-Sham gap belongs to which entry? C45H60BiI4N4O2Sb2